[1]
{"formula": "C22H28N4O6S", "method": "ωB97M-V/def2-TZVPD", "lumo_energy_ev": 0.564, "total_charge": 0, "relative_energy_kcal_mol": 68.9, "total_energy_ha": -1923.71246, "homo_energy_ev": -7.80, "smiles": "COc1cc([C@H](c2sc3nc(C)nn3c2O)N2CCC3(CC2)OCCO3)cc(OC)c1OC", "symbols": ["C", "O", "C", "C", "C", "C", "C", "S", "C", "N", "C", "C", "N", "N", "C", "O", "N", "C", "C", "C", "C", "C", "O", "C", "C", "O", "C", "C", "O", "C", "C", "O", "C", "H", "H", "H", "H", "H", "H", "H", "H", "H", "H", "H", "H", "H", "H", "H", "H", "H", "H", "H", "H", "H", "H", "H", "H", "H", "H", "H", "H"], "coordinates": [[3.75174, 2.35992, -0.62740], [3.02307, 3.01971, 0.37992], [1.71855, 2.64763, 0.58746], [1.11201, 1.62000, -0.12512], [-0.21518, 1.28673, 0.08693], [-0.81486, 0.18018, -0.75694], [-2.08307, -0.40957, -0.19689], [-2.27790, -0.93896, 1.48131], [-3.85464, -1.50894, 1.13099], [-4.86721, -2.09012, 1.73888], [-5.78499, -2.22170, 0.75140], [-7.11314, -2.83269, 0.97569], [-5.39694, -1.75718, -0.42689], [-4.16019, -1.30339, -0.18094], [-3.18677, -0.70069, -0.92963], [-3.38901, -0.44913, -2.23686], [0.19428, -0.81194, -1.06818], [0.72903, -1.55176, 0.05708], [1.70514, -2.63002, -0.42413], [2.37386, -2.22285, -1.74729], [1.30862, -1.99933, -2.82906], [-0.05085, -1.66078, -2.20939], [3.27215, -3.22772, -2.18495], [4.54087, -2.94706, -1.63864], [4.44856, -1.47320, -1.18683], [3.16532, -1.06089, -1.59484], [-0.96657, 2.00801, 1.00016], [-0.37323, 3.01902, 1.74177], [-1.01869, 3.76143, 2.68478], [-2.36800, 3.47500, 2.95149], [0.98259, 3.34696, 1.55456], [1.42905, 4.37789, 2.33292], [2.79811, 4.47698, 2.65086], [3.30697, 2.52147, -1.61391], [3.82590, 1.28503, -0.44259], [4.74605, 2.80458, -0.60096], [1.66046, 1.05577, -0.86005], [-1.10863, 0.62417, -1.71989], [-7.66864, -2.24544, 1.70411], [-6.99175, -3.83682, 1.37594], [-7.65846, -2.86875, 0.03761], [-4.28609, -0.73379, -2.46373], [1.23937, -0.83819, 0.70858], [-0.05990, -2.04339, 0.65067], [2.46488, -2.80869, 0.33712], [1.18994, -3.57328, -0.60936], [1.65041, -1.17454, -3.45320], [1.25300, -2.90242, -3.43556], [-0.66183, -1.12518, -2.93717], [-0.58890, -2.58349, -1.93486], [5.28666, -3.10284, -2.42130], [4.75673, -3.61471, -0.79575], [4.56302, -1.38367, -0.09838], [5.18150, -0.83130, -1.67989], [-2.01070, 1.78354, 1.13385], [-3.00083, 3.65177, 2.07492], [-2.66006, 4.15958, 3.74644], [-2.50355, 2.44361, 3.29492], [2.84941, 5.19011, 3.47399], [3.38695, 4.84842, 1.80928], [3.20637, 3.51689, 2.97695]], "atomic_forces_ev_per_a": [[0.14, -0.08, -0.16], [-0.46, 0.14, 0.29], [0.00, 0.08, 0.03], [0.05, 0.05, 0.01], [0.12, 0.22, 0.03], [-0.15, -0.08, -0.14], [-0.44, -0.11, -0.24], [0.03, 0.08, 0.04], [-0.25, 0.00, -0.53], [0.32, 0.01, 0.52], [0.36, 0.19, -0.19], [-0.04, 0.01, -0.06], [-0.60, -0.03, -0.87], [-0.03, -0.35, 1.29], [0.66, 0.37, -0.04], [-0.11, -0.10, 0.15], [0.08, 0.08, -0.12], [0.11, -0.05, 0.21], [0.24, 0.26, -0.31], [-0.53, -0.23, 0.02], [0.11, -0.05, 0.22], [0.15, -0.08, -0.19], [-0.24, 0.02, -0.16], [0.27, 0.05, 0.13], [0.31, -0.16, 0.16], [-0.23, 0.18, -0.11], [-0.08, 0.04, 0.08], [0.25, 0.18, 0.06], [0.39, -0.04, -0.21], [-0.23, -0.07, 0.03], [-0.07, 0.16, 0.24], [-0.32, -0.21, -0.42], [0.43, 0.16, 0.15], [0.00, -0.04, 0.02], [-0.03, 0.02, 0.00], [-0.05, -0.06, -0.05], [0.14, -0.08, -0.06], [0.03, -0.08, 0.13], [-0.08, 0.00, 0.02], [-0.05, -0.06, 0.00], [-0.09, -0.04, 0.00], [-0.01, 0.00, -0.03], [0.00, -0.10, 0.05], [0.11, 0.05, -0.07], [0.02, -0.08, 0.03], [0.01, -0.03, 0.02], [0.01, -0.01, -0.04], [0.00, -0.03, -0.04], [-0.05, -0.05, 0.04], [-0.09, 0.06, -0.04], [-0.02, 0.00, 0.11], [0.02, 0.07, -0.09], [0.02, 0.02, -0.11], [-0.02, -0.05, 0.09], [-0.11, -0.01, 0.06], [0.03, -0.03, 0.03], [-0.03, -0.07, -0.06], [0.00, 0.03, -0.03], [0.03, -0.06, -0.02], [-0.05, -0.04, 0.14], [-0.02, 0.03, -0.01]]}



[2]
{"formula": "C22H28N4S2SbSe4Sn", "method": "ωB97M-V/def2-TZVPD", "lumo_energy_ev": 1.216, "total_charge": -1, "relative_energy_kcal_mol": 51.0, "total_energy_ha": -11930.82056, "homo_energy_ev": -3.67, "symbols": ["Sn", "C", "N", "C", "C", "N", "C", "C", "C", "C", "C", "C", "C", "S", "C", "C", "C", "C", "C", "C", "S", "H", "H", "H", "H", "H", "H", "H", "H", "H", "H", "H", "H", "H", "H", "H", "H", "H", "H", "Se", "Sb", "Se", "Se", "Se", "N", "C", "N", "C", "C", "C", "C", "C", "H", "H", "H", "H", "H", "H", "H", "H", "H", "H"], "coordinates": [[1.36626, -0.59616, 0.17836], [0.11311, 2.28512, 0.15125], [0.59159, 1.61397, 1.35989], [-0.59369, 1.10991, 2.10946], [-0.32461, -0.04197, 3.06437], [-0.70335, -1.37436, 2.53407], [-2.04416, -1.53224, 1.97603], [0.04043, -2.54511, 2.77019], [-0.68507, -3.73868, 3.07822], [-0.24163, -4.66111, 4.00143], [1.09139, -4.57743, 4.40829], [1.95093, -3.61519, 3.93065], [1.42932, -2.53777, 3.14113], [2.65161, -1.67672, 2.17771], [1.62876, 2.19232, 2.16783], [1.32931, 3.12786, 3.20210], [2.36432, 3.58316, 3.96787], [3.67173, 3.03627, 3.84294], [3.96697, 2.21524, 2.77813], [2.98756, 1.89454, 1.87871], [3.45967, 0.97577, 0.47040], [-0.04331, 3.33104, 0.28588], [-0.78250, 1.78579, -0.29490], [0.90873, 2.11413, -0.63564], [-1.25472, 0.74587, 1.36592], [-1.11014, 1.95829, 2.55162], [-0.88092, 0.18602, 4.01033], [0.76739, -0.03366, 3.39348], [-2.85428, -1.62606, 2.68368], [-2.09443, -2.44173, 1.33115], [-2.28669, -0.69681, 1.27996], [-1.63326, -3.90103, 2.51993], [-0.79930, -5.48826, 4.45802], [1.43309, -5.36363, 5.08287], [3.00041, -3.60137, 4.19880], [0.28052, 3.37402, 3.40722], [2.27632, 4.18676, 4.90914], [4.36765, 3.25221, 4.61454], [4.95171, 1.77019, 2.70255], [3.62860, 1.86901, -5.49587], [2.78150, 2.07591, -2.68472], [1.60916, 2.82390, -4.93012], [1.79071, -0.40091, -2.58138], [5.25934, 1.77093, -3.37791], [-2.05262, 0.30272, -0.87316], [-2.01481, 0.15326, -2.02635], [-2.27007, 0.16683, -3.37285], [-1.13614, 0.38850, -4.23317], [-1.61331, 0.42916, -5.68477], [-2.48567, -0.76463, -6.04584], [-3.51034, -1.14552, -4.90404], [-3.58637, -0.04598, -3.92173], [-0.43827, -0.43300, -4.06675], [-0.63724, 1.35963, -4.13526], [-0.71280, 0.58228, -6.30534], [-2.25634, 1.33608, -5.93200], [-1.86523, -1.59816, -6.29364], [-2.98851, -0.52058, -6.95353], [-3.12992, -2.02307, -4.33104], [-4.43098, -1.51509, -5.31939], [-4.31354, -0.38148, -3.11410], [-3.92389, 0.88102, -4.47060]], "atomic_forces_ev_per_a": [[0.03, -0.02, 0.56], [1.34, -1.05, -1.69], [-1.02, -1.26, 0.49], [0.98, 0.37, -0.06], [0.94, -0.28, 1.35], [0.13, 0.39, -1.29], [0.45, 0.14, -1.53], [0.14, -0.29, 2.78], [-1.26, 0.39, -0.77], [1.16, -0.34, -0.16], [0.01, -0.66, 0.86], [-1.24, 1.24, -0.47], [0.25, -1.61, -1.11], [0.07, 0.74, 0.64], [0.34, 1.33, -0.14], [-0.39, -1.24, -1.13], [1.82, 0.02, 2.39], [-1.76, 0.46, -0.68], [0.81, 0.57, 1.27], [-1.73, -0.88, -0.73], [-0.26, -0.24, -0.91], [-0.19, 0.97, 0.14], [0.78, 0.55, 0.92], [-0.72, 0.69, 0.70], [-0.54, -0.15, -0.74], [-0.13, 0.06, 0.56], [0.09, -0.46, -0.50], [-1.31, -0.24, -0.65], [-0.19, 0.00, 0.76], [0.21, 0.76, 0.41], [0.16, -0.65, 0.61], [0.48, 0.24, 1.07], [-0.24, 0.38, -0.84], [0.18, 0.29, -0.03], [-0.03, -0.04, -0.20], [0.52, 0.08, -0.08], [-0.60, -0.32, -1.21], [0.70, 0.21, 0.37], [-0.04, 0.08, -0.27], [1.77, -0.51, 0.15], [-0.85, -1.71, 1.50], [-0.25, 0.46, -0.07], [1.16, 1.56, -0.48], [-1.17, 0.18, -1.40], [0.18, -0.67, -0.82], [-1.87, 0.75, -1.37], [0.93, 0.29, 3.07], [0.05, 0.23, -1.73], [-0.64, 0.93, -0.34], [-0.09, -0.24, 0.66], [2.02, -1.63, -0.90], [-1.87, 0.66, 0.67], [0.25, 0.37, -0.30], [0.01, -0.32, 0.92], [-0.42, -0.47, 0.07], [0.90, -0.65, 0.79], [0.42, -0.80, 0.02], [-0.71, 0.12, -0.70], [0.02, 0.42, -0.46], [-0.69, 0.40, -0.18], [0.94, 1.02, -0.77], [-0.04, -0.62, 1.00]]}



[3]
{"formula": "C22H28N8", "method": "ωB97M-V/def2-TZVPD", "lumo_energy_ev": -0.037, "total_charge": 0, "relative_energy_kcal_mol": 5.4, "total_energy_ha": -1293.15078, "homo_energy_ev": -7.54, "smiles": "CCC(C)(C)n1nnnc1CN1CCN(c2nc3ccc(C)cc3cc2C#N)CC1", "symbols": ["C", "C", "C", "C", "C", "N", "N", "N", "N", "C", "C", "N", "C", "C", "N", "C", "N", "C", "C", "C", "C", "C", "C", "C", "C", "C", "C", "N", "C", "C", "H", "H", "H", "H", "H", "H", "H", "H", "H", "H", "H", "H", "H", "H", "H", "H", "H", "H", "H", "H", "H", "H", "H", "H", "H", "H", "H", "H"], "coordinates": [[-6.14152, -2.03168, -1.82682], [-5.11222, -1.36662, -0.92134], [-5.57360, -0.03246, -0.30177], [-6.75879, -0.25176, 0.64013], [-5.95421, 1.01558, -1.35257], [-4.47227, 0.47724, 0.51150], [-4.56995, 0.50049, 1.84566], [-3.49891, 0.97775, 2.31324], [-2.65570, 1.29134, 1.34131], [-3.24315, 0.98024, 0.20627], [-2.63536, 1.18464, -1.14797], [-1.25370, 0.82133, -1.33013], [-0.89303, -0.55822, -1.08331], [-0.36352, -0.81406, 0.34146], [0.74392, 0.07474, 0.59631], [2.04704, -0.21723, 0.36844], [2.85239, 0.81713, 0.19860], [4.17073, 0.65596, 0.03523], [4.98549, 1.79464, -0.14293], [6.33051, 1.65419, -0.32951], [6.94964, 0.38590, -0.34958], [8.43041, 0.29726, -0.55822], [6.17611, -0.73168, -0.17656], [4.78618, -0.62494, 0.01760], [3.93993, -1.72912, 0.20608], [2.58230, -1.55839, 0.38544], [1.85217, -2.74279, 0.59633], [1.36341, -3.77133, 0.75980], [0.30967, 1.45775, 0.51399], [-0.21804, 1.74094, -0.89922], [-7.04482, -2.28425, -1.27970], [-5.72414, -2.95189, -2.22839], [-6.40402, -1.38732, -2.66152], [-4.85931, -2.04768, -0.10467], [-4.20167, -1.19879, -1.50093], [-7.01034, 0.67633, 1.14649], [-7.62400, -0.58561, 0.07619], [-6.51613, -0.99274, 1.39623], [-6.93329, 0.78295, -1.76091], [-6.00752, 1.99992, -0.89139], [-5.24340, 1.05567, -2.17295], [-3.20960, 0.61637, -1.88578], [-2.73072, 2.24735, -1.39824], [-1.75090, -1.20273, -1.28358], [-0.09637, -0.81924, -1.79246], [-0.07329, -1.85628, 0.44243], [-1.13735, -0.59554, 1.08229], [4.51508, 2.76537, -0.12845], [6.94938, 2.53005, -0.46638], [8.95639, 0.83344, 0.23112], [8.76343, -0.73746, -0.55716], [8.70679, 0.75174, -1.50919], [6.62201, -1.71711, -0.18586], [4.35491, -2.72866, 0.21695], [1.15761, 2.10320, 0.73327], [-0.48819, 1.60467, 1.24598], [-0.59792, 2.76061, -0.95914], [0.61585, 1.63626, -1.60411]], "atomic_forces_ev_per_a": [[0.17, 0.08, 0.13], [-0.15, 0.03, -0.05], [-0.48, -0.32, -0.25], [0.06, -0.02, -0.08], [0.07, -0.09, 0.11], [1.29, 0.57, 0.14], [-1.06, -0.46, 0.16], [0.21, 0.14, 0.88], [0.34, 0.28, -0.74], [-0.54, -0.22, 0.36], [0.11, -0.01, -0.45], [-0.16, 0.04, 0.01], [0.08, -0.15, 0.16], [-0.35, -0.40, -0.27], [-0.11, 0.01, 0.19], [0.43, 0.16, 0.06], [-0.38, -0.04, -0.04], [0.37, -0.64, -0.04], [0.24, 0.07, -0.03], [-0.28, 0.03, 0.04], [0.02, -0.41, 0.01], [-0.02, 0.02, 0.00], [0.22, 0.21, -0.04], [-0.29, 0.39, 0.04], [-0.29, 0.24, -0.01], [0.91, 0.64, -0.26], [-0.30, -0.84, 0.18], [-0.10, -0.07, 0.02], [-0.02, 0.58, 0.01], [0.22, 0.03, 0.22], [-0.13, -0.05, 0.00], [-0.03, -0.07, -0.07], [-0.08, 0.02, -0.12], [0.08, 0.07, 0.03], [0.04, 0.02, 0.07], [-0.07, 0.03, 0.05], [-0.04, -0.02, -0.13], [-0.06, -0.03, 0.06], [-0.06, -0.03, -0.08], [-0.03, 0.06, 0.04], [0.06, 0.02, -0.10], [-0.05, 0.16, 0.09], [-0.08, -0.12, -0.06], [-0.02, -0.04, -0.05], [-0.03, -0.12, 0.04], [-0.19, 0.16, 0.01], [0.11, -0.13, -0.08], [-0.06, 0.09, 0.00], [0.04, 0.11, -0.01], [0.10, 0.01, 0.02], [0.07, -0.04, -0.01], [0.09, 0.00, -0.05], [0.10, -0.08, -0.01], [-0.02, -0.05, 0.01], [-0.20, -0.01, 0.00], [0.25, -0.01, -0.14], [0.02, 0.06, -0.04], [0.03, 0.11, 0.06]]}



| no. | strongest force on any atom (eV Å⁻¹) |
| --- | --- |
| 1 | 1.33 |
| 2 | 3.22 |
| 3 | 1.41 |